## a
DFT (ωB97M-V with the def2-TZVPD basis set) results for the molecule C2H6N2OS.

Last column: Mulliken charge in e.
CARTESIAN COORDINATES (ANGSTROEM)
C 1.7273 -0.8477 -0.0359  -0.642
C -0.4601 -0.1723 0.1394  0.788
H 1.5108 -1.8696 -0.4722  0.276
H 2.6243 -0.3942 -0.4744  0.229
H 1.7810 -1.0093 1.0773  0.303
H -1.6503 -1.3287 1.1493  0.199
H -2.2118 0.9354 0.4934  0.214
H -0.6302 2.9938 -0.8392  0.128
N -0.6943 -1.2626 0.7486  -0.710
N -1.3647 0.8916 -0.0049  -0.292
O 0.6702 0.1298 -0.4218  -0.330
S -1.3021 1.9336 -1.3597  -0.164

Kohn-Sham gap in eV: 10.1
SMILES: [H]/N=C(\NS)OC

=====

## b
DFT (ωB97M-V with the def2-TZVPD basis set) results for the molecule C2H6N2OS.

Last column: Mulliken charge in e.
CARTESIAN COORDINATES (ANGSTROEM)
C 0.9597 1.1140 -0.0303  -0.902
C -0.0332 0.0639 -0.1808  0.726
H 1.6217 1.0047 -0.8456  0.285
H 0.4473 2.0954 -0.0297  0.309
H 1.5216 0.9551 0.8969  0.267
H -1.6176 1.3925 0.1368  0.284
H -2.1833 -1.4670 0.7393  0.137
H 1.6722 -2.3649 -0.0045  0.347
N -1.3974 0.4678 -0.2661  -0.369
N 0.1630 -1.2355 -0.1688  -0.500
O 1.5686 -1.4136 -0.1338  -0.425
S -2.7225 -0.6124 -0.1135  -0.157

Kohn-Sham gap in eV: 9.2
SMILES: C/C(=N\O)NS

=====

## c
DFT (ωB97M-V with the def2-TZVPD basis set) results for the molecule C2H6N2OS.

Last column: Mulliken charge in e.
CARTESIAN COORDINATES (ANGSTROEM)
C 0.3256 -1.4024 0.1840  -0.625
C 1.0690 -0.0380 0.0544  0.638
H -0.1040 -1.2448 -1.8785  0.185
H -0.9864 -2.3343 -1.0471  0.206
H -0.2929 -1.3700 1.1045  0.372
H 1.0743 -2.1363 0.1870  0.326
H 0.4515 1.8340 -0.3737  0.251
H -1.9201 0.3245 -0.4036  0.160
N -0.5590 -1.4221 -1.0167  -0.508
N 0.1804 1.0037 0.0833  -0.235
O 2.2115 0.0942 -0.2760  -0.569
S -1.3520 0.9840 0.6077  -0.203

Kohn-Sham gap in eV: 10.2
SMILES: NCC(=O)NS

=====

Energy comparison, zero being the most stable, in kcal/mol: a 9.8; b 36.4; c 0.0.

=====

## a
DFT (ωB97M-V with the def2-TZVPD basis set) results for a structure of composition C3H6ClFS.

Last column: Mulliken charge in e.
CARTESIAN COORDINATES (ANGSTROEM)
C -0.1709 -0.6253 1.2942  -0.900
C 0.2156 -0.5974 -0.1573  -0.223
C -0.6226 0.4480 -1.0245  -0.025
H -1.0978 -1.4867 1.6941  0.256
H 1.0079 -0.5875 1.8562  0.278
H -0.5229 0.4686 1.4760  0.289
H 0.3850 -1.6539 -0.7378  0.394
H 1.0619 1.7615 -0.4050  0.271
H -1.6393 0.1228 -0.5756  0.369
F -0.0050 1.7360 -0.4178  -0.112
S 1.8727 0.4178 -0.2011  -0.490
Cl -0.4846 -0.0039 -2.8015  -0.107

Kohn-Sham gap in eV: 8.0

=====

## b
DFT (ωB97M-V with the def2-TZVPD basis set) results for the molecule C3H6ClFS.

Last column: Mulliken charge in e.
CARTESIAN COORDINATES (ANGSTROEM)
C -0.9901 -0.1463 1.0831  -0.870
C 0.4688 0.0558 0.6531  0.147
C 0.9597 -1.0182 -0.2897  -0.726
H -3.0226 0.2793 -0.0576  0.143
H -1.3647 0.8103 1.4483  0.418
H -1.2550 -0.9064 1.7648  0.400
H 1.2520 -0.0085 1.4787  0.353
H 0.4476 -1.9350 -0.1280  0.362
H 0.7844 -0.7611 -1.2660  0.448
F 2.3700 -1.1199 -0.0975  -0.319
S -1.9513 -0.4683 -0.4468  -0.196
Cl 0.6128 1.5733 -0.2290  -0.160

Kohn-Sham gap in eV: 10.1
SMILES: FC[C@@H](Cl)CS

=====

Energy comparison, zero being the most stable, in kcal/mol: a 127.9; b 0.0.

=====

## a
DFT (ωB97M-V with the def2-TZVPD basis set) results for a structure of composition CH7IN5.

Last column: Mulliken charge in e.
CARTESIAN COORDINATES (ANGSTROEM)
C -0.2650 0.6386 -0.1686  0.344
N -1.2304 -0.6389 -1.7347  -0.591
N -0.9893 -0.4794 -0.4946  0.275
N -0.0479 0.7564 1.2915  -0.252
N 1.1677 0.4922 -0.8004  -0.644
N 0.3384 -0.4756 1.8650  -0.428
I 1.1871 -0.0207 -2.7503  0.359
H -0.8584 1.4668 -0.5540  0.303
H -1.7233 -1.5086 -1.9830  0.274
H 0.6083 1.4475 1.4528  0.247
H 1.7508 1.2619 -0.5185  0.302
H 1.2437 -0.6756 1.9051  0.149
H -0.4343 -0.8809 2.3960  0.255
H -0.7475 -1.3838 0.0937  0.404

Charge: +1
Kohn-Sham gap (alpha / beta) in eV: 7.1 / 7.1

=====

## b
DFT (ωB97M-V with the def2-TZVPD basis set) results for a structure of composition CH7IN5.

Last column: Mulliken charge in e.
CARTESIAN COORDINATES (ANGSTROEM)
C -0.5941 0.1533 -0.4542  0.088
N -1.1408 -1.8157 0.5642  -0.539
N -1.3531 -0.5811 0.5296  0.328
N 0.2891 1.3834 0.3394  -0.307
N 0.2035 -0.7594 -1.1994  -0.516
N 1.6456 1.1979 0.1140  -0.395
I 1.2998 -1.8102 0.0401  0.402
H -1.3554 0.7615 -1.1176  0.333
H -1.3995 -2.1973 1.4960  0.282
H -0.0169 2.1849 -0.1503  0.293
H -0.4691 -1.1475 -1.8305  0.325
H 2.2229 1.6275 -0.5768  0.185
H 2.1968 0.9964 0.9035  0.256
H -1.5289 0.0062 1.3420  0.265

Charge: +1
Kohn-Sham gap (alpha / beta) in eV: 7.1 / 7.1

=====

Energy comparison, zero being the most stable, in kcal/mol: a 0.0; b 9.2.

=====

## a
DFT (ωB97M-V with the def2-TZVPD basis set) results for a cluster of 2 separate species, C3H7O2 in total.

Last column: Mulliken charge in e.
CARTESIAN COORDINATES (ANGSTROEM)
C 0.3331 1.8471 -1.0377  -0.562
O 0.6087 1.5464 0.3131  -0.573
H 0.6486 2.8820 -1.2161  0.217
H 0.8696 1.1563 -1.7011  0.209
H -0.7381 1.8029 -1.2560  0.243
C 0.3733 -1.9053 0.6704  -1.015
C -0.9075 -1.4355 0.7659  0.126
O -1.3010 -0.2106 0.8345  -0.836
H 0.5762 -2.9706 0.6186  0.236
H 1.2384 -1.2522 0.7037  0.242
H -1.6909 -2.2205 0.7793  0.311
H -0.0105 0.7600 0.5253  0.402

Charge: -1
Kohn-Sham gap in eV: 7.1

=====

## b
DFT (ωB97M-V with the def2-TZVPD basis set) results for a cluster of 3 separate species, C3H7O2 in total.

Last column: Mulliken charge in e.
CARTESIAN COORDINATES (ANGSTROEM)
C -1.5308 -1.8808 0.4138  0.058
O -2.4048 -2.6350 0.7995  -0.508
H -0.8961 -1.3814 1.1246  0.221
H -1.4286 -1.5000 -0.6063  0.117
H 3.7672 2.3644 0.1500  0.007
C 0.2673 0.1478 -0.0472  -1.034
C -0.5967 0.9720 -0.7981  -0.015
O -1.8350 1.0777 -0.6327  -0.575
H 0.5641 -0.8485 -0.2861  0.271
H 0.5312 0.3316 0.9923  0.158
H -0.3301 1.5577 -1.7170  0.316
H 3.8922 1.7945 0.6072  -0.015

Charge: -1
Kohn-Sham gap in eV: 5.7

=====

Energy comparison, zero being the most stable, in kcal/mol: a 0.0; b 84.3.

=====

## a
DFT (ωB97M-V with the def2-TZVPD basis set) results for a cluster of 3 separate species, C3H7O2 in total.

Last column: Mulliken charge in e.
CARTESIAN COORDINATES (ANGSTROEM)
C 1.9394 0.0785 0.3030  0.054
O 2.9836 0.6381 0.5382  -0.501
H 1.0356 0.5567 -0.0822  0.131
H 1.8671 -0.9955 0.5059  0.236
H 0.9218 -0.8685 -2.7214  -0.008
C -1.5667 0.3579 1.4226  -0.882
C -1.4347 0.2240 0.0499  -0.152
O -0.8122 -0.6390 -0.6442  -0.659
H -2.0894 1.2679 1.7107  0.215
H -1.4453 -0.3869 2.1961  0.268
H -1.7471 1.0919 -0.5652  0.305
H 0.3479 -1.3250 -2.7132  -0.007

Charge: -1
Kohn-Sham gap in eV: 6.8

=====

## b
DFT (ωB97M-V with the def2-TZVPD basis set) results for a cluster of 3 separate species, C3H7O2 in total.

Last column: Mulliken charge in e.
CARTESIAN COORDINATES (ANGSTROEM)
C 1.0705 1.6702 -1.6514  0.297
O 2.0691 2.3241 -1.8116  -0.489
H 1.0455 0.6600 -1.2002  -0.063
H 0.1007 1.8771 -2.1657  0.214
H -2.7808 0.3984 2.6161  -0.090
C 0.8908 -1.3791 0.1623  -1.012
C -0.4329 -1.0552 0.0293  0.034
O -0.9198 0.1232 -0.2182  -0.780
H 1.1110 -2.3741 0.5464  0.207
H 1.7560 -0.7274 0.1798  0.250
H -1.1642 -1.8522 0.1601  0.345
H -2.7459 0.3348 3.3528  0.086

Charge: -1
Kohn-Sham gap in eV: 6.7

=====

Energy comparison, zero being the most stable, in kcal/mol: a 0.0; b 1.7.

=====

## a
DFT (ωB97M-V with the def2-TZVPD basis set) results for a cluster of 3 separate species, C3H7O2 in total.

Last column: Mulliken charge in e.
CARTESIAN COORDINATES (ANGSTROEM)
C -0.5436 2.7441 -0.7831  -0.001
O -1.4590 3.5377 -0.8250  -0.481
H 0.1211 2.6755 0.0887  0.224
H -0.4332 1.9489 -1.5321  0.242
H -5.2839 -2.7926 1.1654  0.006
C 2.3245 -1.4659 -0.0549  -0.934
C 2.0125 -0.1348 0.1162  -0.037
O 0.8819 0.4324 0.0674  -0.711
H 3.3607 -1.7652 -0.0920  0.215
H 1.5855 -2.2439 0.1132  0.235
H 2.9355 0.4886 0.2319  0.248
H -5.5019 -3.4249 1.5044  -0.006

Charge: -1
Kohn-Sham gap in eV: 6.3

=====

## b
DFT (ωB97M-V with the def2-TZVPD basis set) results for a cluster of 3 separate species, C3H7O2 in total.

Last column: Mulliken charge in e.
CARTESIAN COORDINATES (ANGSTROEM)
C -0.3442 -1.4744 -1.7937  0.031
O 0.4550 -2.0603 -2.4887  -0.494
H -0.8958 -0.6498 -2.2733  0.207
H -0.5854 -1.7560 -0.7645  0.222
H 2.6370 5.5958 3.8923  -0.004
C 0.7532 1.0804 1.7102  -0.890
C -0.4913 0.6619 1.3758  -0.063
O -0.9490 0.3307 0.2294  -0.745
H 1.0189 1.4302 2.7016  0.225
H 1.4940 1.3166 0.9505  0.250
H -1.1942 0.6457 2.2437  0.258
H 2.3552 6.0236 3.3557  0.004

Charge: -1
Kohn-Sham gap in eV: 6.6

=====

Energy comparison, zero being the most stable, in kcal/mol: a 1.4; b 0.0.